(1)
This record from the OMol25 dataset describes an isolated molecule of C2H9NSi2 in a non-equilibrium geometry. The level of theory is wB97M-V/def2-TZVPD.

Output
Total energy = -19460.965 eV
Charge = 0
Frontier orbital gap (spin up / spin down) = 9.18 / 5.54 eV
HOMO level (spin up / spin down) = -0.3097 / -0.2292 Eh
Energy above the lowest of the compared OMol25 structures with the same formula, charge and spin = 3.552 eV
Largest force on an atom = 3.76 eV/Å

CARTESIAN COORDINATES (ANGSTROEM)
C (1.704, -1.024, 0.827)
C (-1.930, -0.980, -0.824)
N (1.845, 0.049, 0.045)
Si (-1.477, 0.387, 0.310)
Si (0.639, 1.363, -0.257)
H (2.053, -2.035, 0.670)
H (1.232, -0.885, 1.822)
H (-2.272, -2.040, -0.756)
H (-2.005, -0.719, -1.865)
H (2.174, -0.273, -0.811)
H (-2.118, 1.683, -0.032)
H (-1.718, 0.197, 1.832)
H (0.943, 2.325, 0.710)
H (0.930, 1.953, -1.671)



(2)
This record from the OMol25 dataset describes a 10-piece molecular cluster, C23H63N2O9S9 overall in a non-equilibrium geometry. The level of theory is wB97M-V/def2-TZVPD.

Output
Total energy = -143786.607 eV
Charge = +1
Frontier orbital gap = 7.95 eV
HOMO level = -0.3640 Eh
Largest force on an atom = 1.17 eV/Å

CARTESIAN COORDINATES (ANGSTROEM)
C (2.038, 3.910, -0.840)
C (2.453, 2.685, -0.016)
C (3.117, 1.609, -0.824)
C (2.551, 0.749, -1.682)
N (3.566, -0.060, -2.156)
C (4.710, 0.284, -1.616)
N (4.460, 1.296, -0.807)
H (2.850, 4.385, -1.393)
H (1.186, 3.693, -1.483)
H (1.671, 4.659, -0.133)
H (1.543, 2.256, 0.410)
H (3.117, 2.945, 0.812)
H (1.521, 0.656, -1.979)
H (3.454, -0.833, -2.812)
H (5.667, -0.186, -1.785)
H (5.188, 1.747, -0.274)
C (0.344, 5.893, 2.528)
S (-1.231, 5.356, 1.848)
O (-1.058, 5.231, 0.369)
C (-2.107, 6.893, 2.158)
H (1.061, 5.083, 2.402)
H (0.693, 6.780, 1.998)
H (0.224, 6.108, 3.590)
H (-1.603, 7.714, 1.648)
H (-2.144, 7.077, 3.231)
H (-3.119, 6.788, 1.772)
C (-0.308, -0.085, 4.102)
S (-0.730, 1.539, 3.486)
O (-1.857, 2.060, 4.309)
C (-1.421, 0.960, 1.927)
H (0.108, 0.016, 5.103)
H (-1.206, -0.700, 4.138)
H (0.434, -0.536, 3.441)
H (-2.245, 0.273, 2.119)
H (-0.644, 0.461, 1.345)
H (-1.789, 1.822, 1.372)
C (-4.341, 0.102, -1.698)
S (-2.770, -0.301, -2.454)
O (-1.784, -0.534, -1.347)
C (-2.455, 1.345, -3.096)
H (-4.712, -0.782, -1.183)
H (-4.207, 0.909, -0.977)
H (-5.052, 0.397, -2.470)
H (-2.451, 2.056, -2.269)
H (-3.222, 1.610, -3.819)
H (-1.488, 1.347, -3.585)
C (0.042, 5.220, -5.445)
S (-0.574, 4.181, -4.114)
O (-1.741, 3.426, -4.649)
C (-1.218, 5.517, -3.100)
H (0.459, 4.574, -6.216)
H (-0.777, 5.805, -5.862)
H (0.821, 5.878, -5.061)
H (-1.956, 6.084, -3.668)
H (-0.398, 6.164, -2.789)
H (-1.687, 5.083, -2.219)
C (-0.515, -4.713, 2.934)
S (-0.920, -3.060, 2.358)
O (-2.057, -2.572, 3.188)
C (-1.588, -3.556, 0.777)
H (-0.108, -4.633, 3.941)
H (-1.417, -5.324, 2.952)
H (0.232, -5.153, 2.272)
H (-2.420, -4.240, 0.923)
H (-0.806, -4.031, 0.190)
H (-1.938, -2.660, 0.261)
C (-6.311, 2.811, 2.687)
S (-4.815, 1.814, 2.615)
O (-4.856, 1.047, 1.340)
C (-5.274, 0.688, 3.934)
H (-6.252, 3.568, 1.907)
H (-7.185, 2.180, 2.520)
H (-6.375, 3.296, 3.661)
H (-6.215, 0.195, 3.686)
H (-5.371, 1.245, 4.866)
H (-4.485, -0.055, 4.035)
C (7.915, -1.787, 1.517)
S (8.016, -0.295, 0.526)
O (7.332, -0.584, -0.774)
C (9.781, -0.377, 0.220)
H (6.873, -1.948, 1.786)
H (8.280, -2.637, 0.941)
H (8.508, -1.659, 2.422)
H (10.025, -1.318, -0.272)
H (10.315, -0.293, 1.166)
H (10.053, 0.455, -0.426)
C (0.458, -4.622, -4.037)
S (1.245, -3.452, -2.930)
O (2.444, -2.893, -3.641)
C (1.825, -4.689, -1.769)
H (0.045, -4.070, -4.879)
H (1.193, -5.343, -4.395)
H (-0.346, -5.131, -3.503)
H (2.462, -5.409, -2.283)
H (0.967, -5.195, -1.322)
H (2.397, -4.188, -0.989)
C (-3.058, -7.894, -0.917)
S (-2.200, -6.759, 0.177)
O (-1.002, -6.257, -0.559)
C (-1.622, -8.010, 1.330)
H (-3.469, -7.322, -1.746)
H (-2.359, -8.639, -1.296)
H (-3.868, -8.377, -0.371)
H (-1.018, -8.747, 0.800)
H (-2.480, -8.491, 1.801)
H (-1.018, -7.522, 2.091)